112
Properties=species:S:1:pos:R:3 method="wB97M-V/def2-TZVPD" spin_multiplicity=3 homo_energy_ha="-0.243 / -0.256" homo_lumo_gap_ha="0.25970 / 0.20940" total_charge=0
Pt 0.1265 0.7425 -0.7782
C -2.5651 6.9482 2.0153
C -1.5731 6.0321 2.7449
C -0.2023 6.7081 2.7409
C -2.0181 5.8610 4.2045
C -1.5412 4.6671 2.0624
C -0.4051 4.1404 1.5157
C -0.4403 2.8797 0.8773
N 0.6155 2.2329 0.3130
C 1.9838 2.4809 0.3423
C 2.6332 3.3451 1.2236
C 4.0010 3.5278 1.1508
C 4.6983 2.8102 0.1753
C 4.1111 1.8814 -0.6776
C 2.7187 1.6753 -0.5710
O 2.0813 0.7473 -1.2827
C 4.9554 1.0674 -1.6606
C 4.3727 1.1531 -3.0788
C 6.4004 1.5688 -1.7375
C 4.9999 -0.3916 -1.1845
C 4.6816 4.4933 2.1231
C 4.0697 5.8927 1.9689
C 6.1859 4.5996 1.8739
C 4.4682 4.0070 3.5632
C -1.6786 2.1812 0.7157
O -1.7046 1.0778 0.0104
C -2.8508 2.7043 1.3355
C -2.7381 3.9122 1.9822
C -4.1680 1.9328 1.2718
C -5.2952 2.6629 2.0056
C -4.6088 1.7438 -0.1876
C -3.9818 0.5677 1.9487
H -2.5981 7.9291 2.4953
H -3.5752 6.5365 2.0261
H -2.2700 7.0856 0.9733
H -0.2720 7.6768 3.2391
H 0.1610 6.8826 1.7260
H 0.5416 6.1131 3.2760
H -2.0366 6.8297 4.7094
H -1.3311 5.2058 4.7435
H -3.0176 5.4300 4.2745
H 0.5110 4.7058 1.5120
H 2.0657 3.8469 1.9921
H 5.7622 2.9664 0.0936
H 4.3930 2.1862 -3.4333
H 3.3460 0.7985 -3.1161
H 4.9804 0.5525 -3.7607
H 6.4504 2.6143 -2.0491
H 6.9411 0.9747 -2.4770
H 6.9270 1.4645 -0.7870
H 3.9984 -0.7885 -1.0456
H 5.5289 -0.4617 -0.2310
H 5.5270 -1.0134 -1.9134
H 4.1915 6.2565 0.9469
H 4.5550 6.5991 2.6469
H 3.0023 5.8901 2.1973
H 6.4033 4.9767 0.8726
H 6.6849 3.6357 1.9932
H 6.6262 5.2928 2.5932
H 3.4081 3.9268 3.8090
H 4.9255 4.7017 4.2721
H 4.9214 3.0240 3.7103
H -3.6216 4.3300 2.4435
H -5.5158 3.6329 1.5546
H -5.0635 2.8155 3.0619
H -6.2029 2.0591 1.9498
H -4.7587 2.7135 -0.6679
H -5.5582 1.2027 -0.2164
H -3.8706 1.1860 -0.7583
H -3.7311 0.7011 3.0042
H -3.1866 -0.0025 1.4741
H -4.9091 -0.0085 1.8902
C -2.2223 -2.6520 0.5948
Si -1.2052 -2.8271 2.1509
C -0.5294 -4.5760 2.2222
C -2.2659 -2.4686 3.6477
N 0.1080 -1.6844 2.0119
C 1.1142 -1.4107 2.8205
C 2.0296 -0.3803 2.4359
C 3.1221 -0.0639 3.2077
C 3.3563 -0.7490 4.4015
C 2.4759 -1.7519 4.8214
C 1.3791 -2.0785 4.0611
H -3.2457 -3.0043 0.7455
H -1.7837 -3.2395 -0.2164
H -2.2559 -1.6090 0.2723
H -1.3514 -5.2962 2.1849
H 0.0437 -4.7700 3.1302
H 0.1229 -4.7718 1.3674
H -3.1118 -3.1612 3.6685
H -2.6677 -1.4549 3.6080
H -1.7189 -2.5783 4.5857
H 1.8232 0.1730 1.5297
H 3.7914 0.7257 2.8863
H 4.2158 -0.4998 5.0105
H 2.6620 -2.2722 5.7525
H 0.7006 -2.8554 4.3903
C 0.5185 -4.1170 -2.6571
N 0.4127 -2.7759 -2.0941
C 1.4585 -2.3260 -1.1733
C -0.5301 -1.9109 -2.4612
C -1.5525 -2.2730 -3.5035
O -0.6396 -0.7674 -1.9826
H 1.1513 -4.7095 -2.0022
H 0.9671 -4.1093 -3.6527
H -0.4513 -4.6055 -2.7031
H 2.1069 -3.1693 -0.9505
H 1.0209 -1.9484 -0.2475
H 2.0399 -1.5249 -1.6246
H -1.5458 -3.3083 -3.8241
H -1.3682 -1.6347 -4.3683
H -2.5336 -2.0127 -3.1105

***

163
Properties=species:S:1:pos:R:3 method="wB97M-V/def2-TZVPD" homo_energy_ha=-0.395 homo_lumo_gap_ha=0.30885 total_charge=+1
C 2.7961 7.3052 0.0248
C 1.7215 6.9369 0.7116
C 0.4355 6.1527 1.2704
C 0.6366 4.5572 1.3603
N -0.3406 3.9200 2.3023
C -0.0474 2.4698 2.5438
C 0.8925 1.7571 1.4356
C 0.4975 0.1620 1.4678
C 1.0540 -0.6633 0.1967
C 2.6618 -0.6428 0.0116
C 2.9396 -0.8784 -1.5941
N 4.2537 -1.5411 -1.8735
N 0.7551 2.2957 0.0406
C 0.5187 3.7807 -0.0518
C -0.8727 4.0402 -0.8534
C -0.5137 4.4304 -2.3987
C 0.2671 3.2640 -3.2026
C 1.8617 3.6130 -3.3631
C 2.5263 2.9947 -4.7034
C 4.1523 3.2495 -4.6396
C 4.9860 1.8629 -4.4885
C 5.4773 1.5831 -2.9627
C 6.3934 2.7726 -2.3372
C 7.9722 2.3986 -2.2347
C 8.5987 2.7794 -0.7649
O 10.0214 2.4839 -0.8502
C 10.6819 2.7682 0.4437
H 3.6657 7.7662 -0.5569
H 0.2662 6.5471 2.3575
H -0.4726 6.4997 0.6565
H 1.6932 4.3868 1.8293
H -1.3125 3.9621 1.9202
H 0.5374 2.4167 3.5540
H -1.0025 1.8227 2.7252
H 1.9903 1.8194 1.7803
H -0.6716 0.1290 1.4247
H 0.7636 -0.3269 2.4941
H 0.6054 -0.2779 -0.8139
H 0.6868 -1.7676 0.2883
H 3.1534 0.3163 0.4156
H 3.0725 -1.5933 0.5312
H 2.0933 -1.6002 -1.9528
H 2.7905 0.1054 -2.1977
H 4.2053 -2.5698 -1.6952
H 5.0104 -1.1060 -1.3161
H 1.6735 2.1103 -0.4366
H 0.0492 1.7866 -0.5456
H 1.3574 4.2230 -0.7370
H -1.6173 3.1411 -0.7832
H -1.4766 4.9510 -0.4396
H -1.5295 4.6392 -2.9179
H 0.1085 5.4149 -2.4020
H 0.1157 2.1994 -2.7892
H -0.1663 3.2645 -4.2879
H 2.3854 3.2115 -2.4012
H 1.9773 4.7733 -3.3667
H 2.0905 3.5972 -5.5925
H 2.2665 1.8824 -4.8568
H 4.3250 3.9690 -3.7483
H 4.4659 3.8270 -5.5941
H 4.2692 1.0070 -4.7715
H 5.9015 1.7947 -5.1959
H 6.0432 0.5842 -2.8402
H 4.5117 1.5221 -2.3219
H 6.3360 3.7076 -3.0325
H 6.0073 3.0646 -1.2817
H 8.6030 3.0323 -2.9877
H 8.2133 1.2910 -2.4290
H 8.1094 2.1415 0.0640
H 8.3738 3.8995 -0.5121
H 10.6000 1.8056 1.0706
H 10.1345 3.6282 0.9842
H 11.7914 3.0315 0.1937
C 3.3722 3.7196 5.5632
Br 1.8835 4.8490 5.0381
Br 3.1493 3.0229 7.3605
Br 3.6933 2.3029 4.2735
H 4.2630 4.3499 5.5729
C 2.9276 0.8655 11.2433
Br 1.6123 2.1310 10.5811
Br 4.7322 1.5702 11.1193
Br 2.5090 0.2638 13.0404
H 2.8820 -0.0103 10.5949
C -1.9724 -0.5395 5.8056
Br -0.3384 0.5101 5.8335
Br -2.1678 -1.5319 4.1485
Br -2.1139 -1.6946 7.3583
H -2.8036 0.1641 5.8550
C -0.9895 -5.1544 -0.0574
Br -1.7041 -4.8321 -1.8330
Br 0.9511 -5.0864 -0.0364
Br -1.7675 -3.9615 1.2617
H -1.2761 -6.1692 0.2226
C -5.8623 -6.1475 -0.5071
Br -6.3150 -5.3874 -2.2344
Br -4.3649 -7.3788 -0.6298
Br -5.5598 -4.7729 0.8298
H -6.7256 -6.7278 -0.1778
C -7.7460 -9.5740 -1.6265
Br -7.8655 -11.4686 -2.0309
Br -8.9232 -8.5198 -2.7530
Br -8.0412 -9.2180 0.2600
H -6.7250 -9.2633 -1.8534
C 5.4747 7.4972 3.9353
Br 4.3294 6.9798 2.4544
Br 4.4608 8.2906 5.3882
Br 6.5771 6.0197 4.5463
H 6.1518 8.2667 3.5616
C -11.4650 -10.4035 1.6389
Br -11.5936 -12.2956 1.2279
Br -12.6348 -9.3459 0.5081
Br -11.7664 -10.0492 3.5237
H -10.4425 -10.0972 1.4166
C 11.1072 6.9482 4.8602
Br 11.0161 5.0644 4.3994
Br 9.9319 8.0211 3.7488
Br 10.7827 7.2461 6.7500
H 12.1270 7.2773 4.6560
C -10.0895 -11.6982 -5.7061
Br -11.5712 -10.6967 -4.9500
Br -10.6709 -12.8840 -7.1288
Br -8.6493 -10.5309 -6.2827
H -9.6906 -12.3275 -4.9095
C 13.9170 1.9771 2.7581
Br 13.9051 0.3483 1.7021
Br 15.1179 1.8441 4.2773
Br 14.2993 3.5393 1.6708
H 12.9103 2.1054 3.1578
C -13.3451 -5.6175 -1.7016
Br -12.1655 -7.0383 -2.2986
Br -15.1908 -5.9704 -2.1862
Br -13.1504 -5.2654 0.1974
H -13.0439 -4.7102 -2.2264
C -17.2204 -9.7112 -3.1651
Br -18.6234 -10.5697 -2.1337
Br -15.5555 -9.6100 -2.1725
Br -16.9771 -10.5557 -4.8959
H -17.5435 -8.6864 -3.3525
C -3.5241 4.4904 4.9667
Br -3.8156 4.9131 3.0935
Br -3.7910 2.6012 5.3362
Br -1.7938 5.1147 5.5868
H -4.2809 5.0313 5.5363
C -16.2876 -13.6311 -2.1497
Br -17.7124 -14.4639 -1.1277
Br -14.6211 -13.5792 -1.1553
Br -16.0645 -14.4639 -3.8890
H -16.5853 -12.5964 -2.3273
C 11.4292 11.3279 5.8992
Br 10.9884 12.1276 4.1861
Br 12.9444 10.1220 5.7639
Br 11.6963 12.6699 7.2755
H 10.5700 10.7273 6.2014
C 4.5116 5.6873 -8.6217
Br 3.3960 5.1619 -10.1204
Br 3.4633 6.4376 -7.1693
Br 5.6415 4.2294 -8.0170
H 5.1737 6.4773 -8.9783
C -8.5174 -6.3188 -7.7530
Br -9.9917 -5.1807 -8.3004
Br -8.7417 -6.9665 -5.9363
Br -8.2230 -7.7718 -9.0059
H -7.6179 -5.7021 -7.7628

***

113
Properties=species:S:1:pos:R:3 method="wB97M-V/def2-TZVPD" spin_multiplicity=2 homo_energy_ha="-0.131 / -0.131" homo_lumo_gap_ha="0.20240 / 0.18014" total_charge=-1
Cs -0.5157 0.7067 0.3603
C -4.4758 4.3649 -0.1295
C -3.4529 3.4055 -0.7424
C -2.2981 4.2043 -1.3470
C -4.1352 2.5816 -1.8323
O -2.9444 2.4927 0.2079
Ge -2.6915 2.8841 2.0673
O -2.4656 1.0405 2.4295
C -3.5358 0.1510 2.7023
C -2.9446 -0.9886 3.5274
C -4.1047 -0.3990 1.3906
C -4.6476 0.8348 3.4991
O -0.8034 3.1047 1.8854
C 0.0348 4.0822 2.4681
C 1.0034 3.3883 3.4239
C -0.7559 5.1458 3.2292
C 0.8231 4.7498 1.3405
H -4.9329 4.9807 -0.9088
H -4.0161 5.0287 0.6037
H -5.2623 3.8050 0.3798
H -2.6493 4.9112 -2.1037
H -1.5775 3.5313 -1.8174
H -1.7802 4.7582 -0.5624
H -4.5347 3.2206 -2.6241
H -4.9539 2.0000 -1.4042
H -3.4216 1.8885 -2.2810
H -2.1502 -1.4919 2.9731
H -3.7088 -1.7289 3.7793
H -2.5109 -0.5989 4.4494
H -3.3425 -0.9871 0.8722
H -4.4015 0.4220 0.7384
H -4.9639 -1.0487 1.5754
H -4.2357 1.3065 4.3929
H -5.3987 0.1002 3.8016
H -5.1467 1.6096 2.9154
H 0.4503 2.8470 4.1925
H 1.6638 4.1116 3.9098
H 1.6260 2.6689 2.8895
H -1.3187 4.7022 4.0513
H -1.4693 5.6460 2.5717
H -0.0765 5.8972 3.6396
H 1.3808 3.9972 0.7792
H 1.5354 5.4808 1.7323
H 0.1472 5.2570 0.6509
C 0.6087 -2.3127 -4.6065
C 0.4804 -3.0170 -3.2538
C 1.0152 -4.4494 -3.3792
P 1.1026 -1.8945 -1.8993
C 2.9446 -1.8150 -2.0429
C 3.7024 -3.1049 -2.3280
C 3.3976 -0.6860 -2.9648
C 0.8386 -2.8680 -0.3714
C -0.0342 -3.9559 -0.3756
C -0.2767 -4.7651 0.7261
C -1.2580 -5.9009 0.6786
C 0.4515 -4.4684 1.8798
C 1.2915 -3.3830 1.9503
C 1.4579 -2.4658 0.8676
N 2.1363 -1.3062 0.9753
C 2.9084 -1.1360 2.1389
C 4.2795 -1.4616 2.1173
C 4.8964 -2.0546 0.8834
C 5.0776 -1.2538 3.2346
C 4.5716 -0.7306 4.4156
C 5.4570 -0.4775 5.6040
C 3.2163 -0.4356 4.4441
C 2.3884 -0.6316 3.3444
C 0.9349 -0.2745 3.4594
H 0.0570 -2.8597 -5.3759
H 1.6541 -2.2807 -4.9198
H 0.2351 -1.2881 -4.5817
H -0.5907 -3.0729 -3.0249
H 1.9426 -4.4594 -3.9514
H 0.2953 -5.0697 -3.9213
H 1.2096 -4.9267 -2.4206
H 3.1616 -1.5027 -1.0171
H 3.6399 -3.3821 -3.3827
H 3.3234 -3.9389 -1.7352
H 4.7620 -2.9794 -2.0864
H 3.1778 -0.8882 -4.0157
H 4.4796 -0.5446 -2.8815
H 2.9141 0.2565 -2.7018
H -0.5551 -4.2033 -1.2932
H -1.5184 -6.1494 -0.3526
H -2.1913 -5.6678 1.2007
H -0.8511 -6.8048 1.1394
H 0.3462 -5.1039 2.7555
H 1.8240 -3.1858 2.8727
H 4.9557 -1.3202 0.0759
H 4.3082 -2.8907 0.5032
H 5.9078 -2.4064 1.0934
H 6.1296 -1.5209 3.1785
H 6.2802 -1.1934 5.6435
H 4.8986 -0.5593 6.5380
H 5.8980 0.5227 5.5754
H 2.7772 -0.0422 5.3569
H 0.6569 -0.0210 4.4806
H 0.3005 -1.0870 3.1006
H 0.7618 0.6014 2.8344
F -1.9307 1.7748 -8.6768
C -1.6846 1.5935 -7.3573
C -2.5169 0.7557 -6.6350
C -2.2616 0.5707 -5.2921
C -1.1770 1.2183 -4.6575
C -0.9113 1.0139 -3.2935
C -0.3606 2.0649 -5.4423
C -0.6099 2.2532 -6.7858
H -3.3434 0.2647 -7.1296
H -2.8987 -0.0810 -4.7078
H -1.5290 0.3515 -2.7043
H -0.0826 1.5089 -2.8091
H 0.4764 2.5677 -4.9751
H 0.0100 2.8962 -7.3950

***

Number 1: DFT total energy -2398.9521 a.u.. Number 2: DFT total energy -140836.1374 a.u.. Number 3: DFT total energy -4419.5590 a.u..